Entry 1:
54
Properties=species:S:1:pos:R:3:forces:R:3:mulliken_charge:R:1 method="wB97M-V/def2-TZVPD" total_energy_ev=-45574.8070 smiles="COc1cccc(CNC(=O)C2CCN(c3nnc(N4CCCC4=O)s3)CC2)c1" e_above_lowest_kcal_mol=24.4 spin_multiplicity=1 homo_ev=-7.8
C -2.17991 -3.06748 -0.35180 0.2 0.0 -0.1 -0.677
O -3.47315 -3.35369 0.12663 -0.3 0.0 0.1 -0.464
C -4.42199 -2.38259 0.05802 -0.1 0.1 0.0 0.697
C -5.68546 -2.72478 0.54713 0.1 -0.1 0.0 -0.617
C -6.71072 -1.80459 0.52189 0.1 -0.1 0.0 -0.449
C -6.49988 -0.52844 0.02043 0.1 0.2 -0.1 -0.829
C -5.25304 -0.18144 -0.47104 -0.3 0.0 0.1 0.198
C -4.97007 1.20176 -1.00081 0.0 0.0 -0.1 -1.140
N -3.88147 1.82233 -0.27043 -0.5 0.1 0.1 -0.142
C -2.63040 1.91328 -0.77563 0.1 0.4 0.6 0.077
O -2.35968 1.64321 -1.92587 0.2 -0.2 -0.4 -0.660
C -1.58308 2.35380 0.24424 0.2 -0.2 -0.4 0.342
C -0.46537 3.14881 -0.43307 0.0 0.0 0.2 -0.818
C 0.66035 3.44442 0.55823 0.0 0.2 -0.3 -1.016
N 1.15178 2.21784 1.15469 -0.4 0.3 0.4 0.076
C 2.20287 1.60232 0.58033 0.7 -0.9 0.1 0.703
N 3.02233 2.18266 -0.23710 -1.1 1.1 0.2 -0.361
N 4.04394 1.41328 -0.61155 1.3 -1.0 -0.5 -0.541
C 4.01746 0.23698 -0.09765 -0.9 0.2 0.6 0.219
N 4.95284 -0.72859 -0.33235 0.2 -0.2 -0.2 0.170
C 6.11780 -0.50124 -1.16284 0.3 0.2 -0.2 -0.576
C 6.62762 -1.91912 -1.43832 0.0 0.0 0.1 -0.581
C 6.12830 -2.72536 -0.23883 0.0 -0.1 -0.1 -0.678
C 4.90118 -1.97006 0.22865 0.3 -0.3 -0.1 0.669
O 4.02387 -2.34900 0.96979 -0.1 -0.2 0.2 -0.664
S 2.65235 -0.07499 0.96750 0.0 0.8 -0.4 -0.186
C 0.13287 1.46376 1.84330 -0.2 -0.3 -0.1 -1.818
C -0.99827 1.08600 0.88457 0.0 0.2 0.3 -0.059
C -4.21585 -1.10804 -0.45204 0.2 -0.2 0.0 0.062
H -1.60528 -3.98153 -0.21227 0.0 0.1 0.0 0.253
H -2.19234 -2.80543 -1.41414 0.0 0.0 0.0 0.338
H -1.71094 -2.25788 0.21677 0.0 0.0 0.0 0.227
H -5.83213 -3.71898 0.93780 0.0 -0.1 0.1 0.451
H -7.68400 -2.07882 0.90039 -0.1 0.0 0.0 0.368
H -7.30623 0.18971 0.00664 -0.1 0.1 0.0 0.358
H -4.64481 1.15224 -2.04411 -0.1 0.1 0.1 0.344
H -5.86062 1.83231 -0.93065 0.1 -0.1 -0.1 0.405
H -4.02921 1.96898 0.71573 0.2 0.0 -0.1 0.302
H -2.05423 2.96670 1.02085 0.0 0.0 0.0 0.308
H -0.07522 2.56586 -1.26855 0.0 0.0 0.0 0.306
H -0.86166 4.08341 -0.83144 0.0 0.0 -0.1 0.436
H 0.29351 4.08475 1.36741 0.1 0.0 0.0 0.367
H 1.49632 3.93259 0.05890 -0.1 0.1 0.1 0.551
H 6.84896 0.09971 -0.61112 0.0 0.0 -0.1 0.271
H 5.83000 0.04758 -2.06037 0.1 0.0 0.1 0.367
H 6.18134 -2.30325 -2.35606 0.0 0.0 0.0 0.285
H 7.70976 -1.94778 -1.54318 0.0 0.0 -0.1 0.347
H 6.85220 -2.72766 0.57919 0.0 0.0 0.0 0.257
H 5.88184 -3.75864 -0.47440 0.0 0.0 0.1 0.364
H -0.25992 2.09277 2.65015 0.0 -0.1 0.0 0.388
H 0.57852 0.57057 2.28474 -0.1 0.1 0.1 0.606
H -0.59803 0.44379 0.09655 0.0 -0.1 0.0 0.218
H -1.77234 0.53366 1.42202 0.0 -0.1 0.0 0.481
H -3.25770 -0.81298 -0.84996 0.2 0.0 0.0 0.466

***

Entry 2:
11
Properties=species:S:1:pos:R:3:forces:R:3:mulliken_charge:R:1 method="wB97M-V/def2-TZVPD" total_energy_ev=-27585.0919 smiles="S=CC/C=C/Cl" e_above_lowest_kcal_mol=29.1 spin_multiplicity=1 homo_ev=-8.9
S -2.77924 -0.98908 -0.34390 0.5 0.0 0.4 -0.227
C -1.48316 -0.38151 0.40557 -0.5 -0.3 0.6 -0.157
C -0.63360 0.71760 -0.12733 -0.1 0.5 0.6 -0.539
C 0.69430 0.16920 -0.61266 1.0 -0.4 0.1 -0.063
C 1.64288 -0.33057 0.21242 -1.2 0.7 -2.4 -0.306
Cl 3.24407 -0.81972 -0.23435 -0.5 0.0 -0.1 -0.165
H -1.16614 -0.69421 1.43063 -0.4 -0.2 -0.8 0.248
H -0.48819 1.43801 0.72701 0.0 -0.4 -1.0 0.237
H -1.17716 1.19041 -0.95966 0.4 0.0 0.4 0.372
H 0.76277 0.19809 -1.70765 0.6 0.0 0.5 0.289
H 1.38346 -0.49822 1.20992 0.1 0.0 1.6 0.310

***

Entry 3:
70
Properties=species:S:1:pos:R:3:forces:R:3:mulliken_charge:R:1 method="wB97M-V/def2-TZVPD" charge=-2 total_energy_ev=-66160.8359 spin_multiplicity=1 homo_ev=-4.9
S -0.44049 -0.00689 0.13782 0.8 1.4 0.5 0.094
O -0.78238 1.38813 -0.13726 1.1 0.4 -0.4 -0.899
O -0.60300 -0.26042 1.53575 0.2 -0.2 1.4 -1.174
O -1.35839 -0.80741 -0.60751 -1.3 -2.3 -2.2 -1.031
O 0.92894 -0.34156 -0.31445 -0.1 0.7 -0.2 0.584
C 1.11955 -3.76514 -0.99810 2.5 -5.1 0.3 0.360
O 1.47517 -4.98141 -1.04184 -0.6 1.9 -0.1 -0.810
N 0.08177 -3.28450 -1.61298 -3.5 1.1 -2.2 -0.092
N 1.79973 -2.82656 -0.38062 1.5 1.4 1.6 -0.228
H -0.40574 -3.78033 -2.34551 0.3 -0.2 0.5 0.188
H -0.27821 -2.37151 -1.37431 -0.1 -0.1 -0.1 0.069
H 1.36664 -1.91417 -0.38947 0.3 0.2 0.6 -0.370
H 2.56826 -2.98858 0.25438 -0.4 -0.4 -0.2 0.116
C -4.52817 -1.04435 -1.53675 -1.6 -2.0 -0.8 0.318
O -5.74376 -1.03168 -1.65417 -0.9 -0.4 0.0 -0.775
N -3.80403 -0.00481 -1.36020 0.4 4.9 0.6 -0.199
N -3.71450 -2.09951 -1.64334 0.3 -2.3 -0.4 -0.486
H -4.39028 0.81377 -1.28056 0.8 0.3 0.1 0.137
H -2.81647 -0.07079 -1.15905 -0.2 0.6 0.1 0.460
H -4.11027 -3.02841 -1.61887 0.4 0.2 0.0 0.241
H -2.76895 -1.85350 -1.38743 0.0 -1.2 -0.1 0.376
C -2.23285 -3.17198 2.23287 -0.4 -1.6 4.3 0.572
O -2.87642 -3.98596 2.88732 -0.7 -1.3 -0.1 -0.807
N -1.19263 -2.54794 2.75130 2.4 0.6 1.3 -0.215
N -2.50451 -2.70695 1.07735 -1.5 0.8 -4.3 -0.003
H -0.76684 -2.84160 3.61881 -0.4 0.1 -0.4 0.146
H -0.84667 -1.78066 2.19302 0.7 0.0 0.9 0.392
H -1.90096 -1.96136 0.76126 -0.8 -0.3 -0.8 0.010
H -3.30141 -3.05535 0.56386 0.3 0.4 0.1 0.083
C 3.71761 0.04453 -2.52894 -0.4 -0.9 0.8 0.365
O 4.71550 0.41638 -3.04963 3.4 1.1 -2.1 -0.740
N 3.40138 -1.22698 -2.31149 0.2 -2.5 -0.5 -0.218
N 2.80801 0.81187 -2.01934 -2.2 3.1 1.0 -0.062
H 2.65786 -1.43499 -1.66031 0.5 -0.7 -0.4 0.372
H 4.08823 -1.88759 -2.64605 -0.5 -0.2 0.4 0.216
H 2.99933 1.80262 -1.97560 -0.3 -0.3 0.1 0.189
H 2.03043 0.36893 -1.55109 -0.1 0.8 0.0 0.157
C -2.27990 4.28461 -0.15960 -4.3 1.2 0.2 0.195
O -2.99341 5.29324 -0.02814 0.7 -0.2 0.1 -0.788
N -2.75976 3.04510 -0.25568 -2.5 -1.4 -0.2 -0.247
N -1.00116 4.21803 -0.26813 4.7 0.9 -0.4 -0.280
H -2.11781 2.27018 -0.34231 -0.6 -0.1 0.3 0.556
H -3.75014 2.86338 -0.17683 0.4 0.3 0.0 0.140
H -0.40594 5.02781 -0.16782 -0.2 -0.3 -0.1 0.148
H -0.65536 3.27477 -0.37191 0.8 0.6 0.2 0.393
C 0.03898 1.12602 -3.81089 0.0 1.7 -1.1 0.505
O 0.41855 1.56926 -4.87015 0.9 0.0 -2.0 -0.778
N -0.48770 1.90627 -2.90631 -1.5 3.4 2.5 -0.116
N 0.01303 -0.11218 -3.42740 0.4 -3.9 0.1 -0.133
H -0.63783 1.64557 -1.94215 0.0 -0.1 -0.2 0.311
H -0.50357 2.90143 -3.07810 0.1 -0.3 -0.2 0.222
H -0.25046 -0.28441 -2.46771 0.2 -0.7 -0.4 0.088
H 0.50635 -0.77025 -4.01365 -0.1 -0.1 0.5 0.253
C 2.55999 2.38762 1.37219 2.7 0.3 1.2 0.423
O 3.32923 3.14029 1.92841 1.7 1.1 1.4 -0.817
N 1.45097 2.75447 0.90161 -5.5 3.5 -2.2 0.093
N 2.74684 1.12698 1.15545 2.5 -3.9 0.3 0.148
H 0.94461 2.20229 0.22426 -0.2 0.4 0.5 0.013
H 1.18818 3.70314 1.12759 -0.3 -0.3 -0.3 0.176
H 2.10326 0.60615 0.57697 0.4 -0.4 0.3 -0.177
H 3.67016 0.79843 1.39966 -0.3 -0.3 -0.3 0.240
C 2.34207 0.58325 5.17731 -0.8 -0.8 -0.7 -1.194
C 1.31486 -0.14015 4.24651 0.4 0.3 -0.6 0.199
O 0.39947 0.79475 3.72179 -0.1 0.8 1.2 -0.614
H 2.79900 1.30363 4.49883 0.0 0.4 0.5 0.235
H 3.12719 -0.03106 5.61814 0.0 -0.5 -0.5 0.348
H 1.87939 1.02043 6.06213 -0.3 0.4 -0.4 0.292
H 0.74471 -0.99432 4.61178 0.3 -0.1 0.9 0.263
H 1.78447 -0.48212 3.32423 1.0 -0.6 0.3 0.031
H 0.09023 0.38405 2.91105 -0.5 0.3 -0.4 0.535

***

Entry 4:
13
Properties=species:S:1:pos:R:3:forces:R:3:mulliken_charge:R:1 method="wB97M-V/def2-TZVPD" total_energy_ev=-8359.9277 e_above_lowest_kcal_mol=151.7 spin_multiplicity=1 homo_ev=-9.1
C 1.44276 -0.97696 0.05357 -0.2 -1.6 -0.2 0.013
C 1.85512 -1.96364 -0.67600 0.4 1.4 2.1 -0.851
C -0.38826 -0.30348 -0.68992 1.0 -2.2 0.7 -0.715
C 0.35316 -0.06736 0.41094 1.0 0.6 -1.5 0.771
C 0.38618 -1.50330 -1.30664 0.5 1.1 -1.1 0.043
C -0.67365 1.74487 1.40047 -2.1 0.3 -0.2 -0.541
O 0.43006 0.86898 1.35026 1.0 0.1 0.8 -0.419
H -1.30379 -0.06012 -1.12170 -1.3 0.9 -0.2 0.428
H 0.88601 -1.13554 -2.22540 -1.0 -0.5 0.0 0.211
H -0.06288 -2.50960 -1.37594 -0.2 0.9 0.0 0.337
H -0.75633 2.42150 2.34620 0.5 -2.0 -1.3 0.214
H -1.53701 0.97615 1.26692 0.6 2.2 0.4 0.257
H -0.63136 2.50848 0.56723 -0.1 -1.1 0.5 0.253

***

Entry 5:
43
Properties=species:S:1:pos:R:3:forces:R:3:mulliken_charge:R:1 method="wB97M-V/def2-TZVPD" s2=6.059 charge=+2 total_energy_ev=-84944.9463 spin_multiplicity=5 homo_ev="-14.0 / -15.1"
Pd -0.25342 0.26741 -0.21062 0.5 0.5 -0.2 0.417
Cl -6.39933 0.01463 3.25861 0.0 0.0 0.0 -0.086
C -4.86443 0.41998 2.68848 0.0 0.0 0.0 0.524
C -4.48012 -0.02998 1.39921 -0.1 0.0 0.0 -0.698
C -3.24030 0.27184 0.95432 0.3 0.1 0.0 0.765
Cl -2.71223 -0.23523 -0.62049 -0.4 -0.2 0.0 -0.117
C -2.30493 1.05822 1.73263 -0.1 0.0 -0.1 0.091
O -1.15629 1.36510 1.31899 0.0 0.0 0.2 -0.500
C -2.76366 1.51322 3.03074 0.0 0.0 -0.1 0.339
Cl -1.69840 2.45458 3.95470 0.0 0.0 0.0 -0.094
C -4.00683 1.18434 3.49104 -0.1 0.0 0.0 -0.677
H -5.17649 -0.59293 0.79200 0.0 0.0 0.0 0.502
H -4.33126 1.51613 4.46787 0.0 0.0 0.0 0.484
C 1.18259 -3.89928 1.74895 0.1 -0.1 0.2 -1.215
S 1.35482 -2.12973 1.63270 -0.3 0.0 -0.8 0.730
O 0.00273 -1.57684 1.35660 0.0 -0.1 0.4 -0.229
C 2.43418 -1.73387 0.33825 0.1 0.1 0.6 0.372
C 2.70283 -0.28271 0.03910 -0.1 -0.2 -0.4 0.254
C 3.15934 -0.13475 -1.38272 0.0 0.0 0.1 -0.566
C 3.67447 -1.17764 -2.09434 0.0 0.0 0.0 -0.718
C 3.67468 -2.48551 -1.58383 0.0 0.0 0.0 -0.693
C 3.02355 -2.75556 -0.37284 0.0 0.0 -0.2 -0.378
H 0.74711 -4.25120 0.81513 0.0 0.0 0.0 0.443
H 0.50938 -4.06891 2.58879 0.0 0.0 0.0 0.421
H 2.15747 -4.33559 1.96240 0.0 0.0 0.0 0.512
H 3.53205 0.06324 0.68194 0.0 0.0 0.0 0.623
H 3.13481 0.86439 -1.79596 0.0 0.0 0.0 0.546
H 4.08433 -0.99777 -3.07967 0.0 0.0 0.0 0.456
H 4.13526 -3.29549 -2.13021 0.0 0.0 0.0 0.455
H 2.96007 -3.78415 -0.04123 0.0 0.1 0.0 0.380
N -0.79711 3.07637 -1.72729 0.0 0.1 0.1 -0.434
C -0.83157 3.63294 -2.95275 0.0 0.0 0.0 -0.103
C -0.39168 2.68281 -3.84269 0.1 -0.1 0.0 -0.869
C -0.09485 1.56115 -3.05825 0.0 0.1 -0.2 -0.506
N -0.33436 1.81773 -1.77710 0.0 -0.3 0.0 0.590
H -0.98146 3.51838 -0.84135 0.0 0.0 0.0 0.148
H -1.17147 4.64424 -3.10224 0.0 0.0 0.0 0.467
H -0.29239 2.77995 -4.90939 0.0 0.0 0.0 0.409
H 0.27574 0.59239 -3.35244 0.0 0.0 0.1 0.567
F 1.50285 0.75995 1.76193 0.0 -0.1 -0.1 -0.214
C 1.59359 0.70612 0.40976 -0.2 0.2 0.1 0.582
F 0.53956 -0.92743 -1.53191 0.2 -0.2 0.0 -0.702
F 1.90117 1.92950 -0.01680 0.1 0.0 0.0 -0.278